# 1
141
Properties=species:S:1:pos:R:3 method="wB97M-V/def2-TZVPD" energy_ha=-4407.9006 relative_energy_kj_mol=70.0 homo_ev=-2.50 total_charge=-2 lumo_energy_ev=3.4
Cs -0.6506 -0.2977 1.3377
C -5.3209 3.5560 0.4343
C -4.4403 3.5010 -0.7792
C -4.8965 3.9273 -2.0072
C -4.0934 3.8660 -3.1379
C -2.8162 3.3416 -3.0202
C -2.3178 2.9081 -1.8042
C -0.9450 2.3093 -1.7443
C -3.1259 2.9831 -0.6385
N -2.8000 2.4571 0.5506
C -1.7501 2.5718 1.3104
O -1.5110 1.8436 2.2908
C -0.8144 3.7433 1.0731
C -1.2647 5.0608 1.1501
C -0.3417 6.0837 1.0187
C 0.9745 5.7604 0.7414
C 1.3176 4.4158 0.5929
N 0.4462 3.4366 0.8038
C 2.6969 4.0609 0.0864
O 3.6552 4.8187 0.3366
N 2.6950 2.9322 -0.5769
C 3.6075 2.4202 -1.4215
C 4.0274 3.0832 -2.6027
C 3.5881 4.4960 -2.8504
C 4.8397 2.4315 -3.5102
C 5.2851 1.1362 -3.2876
C 4.8851 0.4786 -2.1314
C 4.0490 1.0875 -1.2184
C 3.6130 0.3761 0.0255
H -6.3636 3.7260 0.1601
H -5.2222 2.6169 0.9751
H -5.0026 4.3586 1.1033
H -5.9059 4.3162 -2.0961
H -4.4582 4.2045 -4.0999
H -2.1892 3.2607 -3.9058
H -0.6729 1.8960 -2.7148
H -0.1813 3.0409 -1.4800
H -0.9017 1.5195 -0.9951
H -2.3084 5.2650 1.3377
H -0.6479 7.1200 1.1243
H 1.7467 6.5089 0.6283
H 2.4986 4.5505 -2.8941
H 3.9094 5.1329 -2.0252
H 4.0096 4.8739 -3.7836
H 5.1443 2.9528 -4.4129
H 5.9515 0.6524 -3.9932
H 5.2435 -0.5293 -1.9306
H 4.2100 -0.5198 0.1914
H 3.7100 1.0466 0.8786
H 2.5613 0.0931 -0.0460
C 2.3053 -1.4348 -3.6017
C 1.2318 -0.3779 -3.3851
C 1.3824 0.7704 -4.3719
O -0.0735 -0.9623 -3.5509
P -0.8976 -1.4466 -2.2522
O -0.2123 -1.2471 -0.9847
C -2.5197 -0.6704 -2.5414
P -3.4778 -0.9001 -1.0033
O -2.7148 -0.6838 0.2100
O -4.6724 0.1469 -1.0822
C -5.8812 0.1693 -1.8205
C -5.7395 -0.4643 -3.2003
C -6.9828 -0.5056 -1.0057
O -4.1065 -2.3743 -1.1432
C -4.0882 -3.1598 0.0839
C -5.2980 -4.0783 0.0769
C -2.7912 -3.9363 0.2010
O -1.1368 -3.0117 -2.5147
C -1.5510 -3.5133 -3.7821
C -2.8406 -4.3117 -3.6079
C -0.4216 -4.3695 -4.3482
H 3.2780 -0.9779 -3.4328
H 2.2594 -1.8246 -4.6194
H 2.1683 -2.2537 -2.8983
H 1.3082 0.0034 -2.3627
H 1.3960 0.3999 -5.3960
H 2.3077 1.2972 -4.1506
H 0.5564 1.4689 -4.2736
H -2.9853 -1.0962 -3.4262
H -2.3999 0.4031 -2.6656
H -6.1003 1.2412 -1.9284
H -5.4027 -1.4931 -3.0912
H -5.0182 0.0922 -3.7941
H -6.6991 -0.4576 -3.7150
H -6.8260 -1.5817 -0.9932
H -7.9613 -0.2843 -1.4285
H -6.9403 -0.1398 0.0165
H -4.1651 -2.4681 0.9255
H -5.2313 -4.8024 -0.7352
H -6.2189 -3.5087 -0.0294
H -5.3269 -4.5956 1.0314
H -2.7960 -4.8007 -0.4600
H -2.6724 -4.2554 1.2309
H -1.9562 -3.2961 -0.0622
H -1.7280 -2.6726 -4.4665
H -2.6394 -5.2142 -3.0358
H -3.2474 -4.5872 -4.5798
H -3.5719 -3.7198 -3.0624
H -0.1684 -5.1518 -3.6370
H 0.4565 -3.7507 -4.5142
H -0.7269 -4.8189 -5.2904
O 1.5673 -1.2980 2.5191
P 2.7458 -1.0528 3.3563
C 4.3130 -1.6856 2.6406
C 5.5097 -0.9865 2.5624
C 6.6320 -1.6012 2.0297
C 6.5639 -2.9124 1.5876
C 5.3715 -3.6142 1.6764
C 4.2460 -3.0018 2.1969
C 3.0567 0.6785 3.8191
C 2.4281 1.7216 3.1468
C 2.7112 3.0314 3.5017
C 3.6309 3.3047 4.4995
C 4.2560 2.2633 5.1691
C 3.9613 0.9540 4.8410
C 2.7039 -1.9528 4.9586
C 1.4828 -2.1219 5.5998
C 1.4363 -2.7045 6.8580
C 2.6024 -3.1228 7.4796
C 3.8172 -2.9774 6.8321
C 3.8685 -2.3985 5.5762
H 5.5693 0.0340 2.9138
H 7.5619 -1.0542 1.9561
H 7.4401 -3.3835 1.1628
H 5.3204 -4.6392 1.3374
H 3.2938 -3.5146 2.2524
H 1.7244 1.5307 2.3484
H 2.2237 3.8342 2.9714
H 3.8699 4.3269 4.7594
H 4.9726 2.4715 5.9527
H 4.4274 0.1438 5.3871
H 0.5757 -1.7979 5.1052
H 0.4896 -2.8245 7.3623
H 2.5678 -3.5709 8.4647
H 4.7289 -3.3055 7.3125
H 4.8195 -2.2940 5.0708
F -4.0096 -4.0716 5.3606
B -3.7336 -4.4222 4.0492
F -4.6541 -3.8264 3.1946
F -3.8303 -5.8084 3.9014
F -2.4474 -4.0202 3.7109

***

# 2
135
Properties=species:S:1:pos:R:3 method="wB97M-V/def2-TZVPD" energy_ha=-3612.7667 relative_energy_kj_mol=272.5 homo_ev="-6.37 / -6.36" total_charge=0 lumo_energy_ev="-0.8 / -0.8"
Ru -0.1820 0.3963 0.4576
N 8.1531 6.4846 -0.4794
C 7.2232 5.8106 -0.4526
C 6.0495 4.9566 -0.4188
C 5.8845 3.9675 -1.3819
C 4.7732 3.1423 -1.3392
C 3.8096 3.2978 -0.3443
C 3.9808 4.3033 0.6050
C 5.0950 5.1264 0.5762
C 2.5824 2.4419 -0.2939
C 2.7500 0.9882 -0.2013
C 3.9867 0.4450 -0.0748
C 3.8457 -1.0339 0.1237
C 2.4084 -1.2260 -0.4172
N 1.7199 0.0792 -0.1915
C 1.3913 3.0661 -0.3925
C 1.1944 4.4351 -0.8587
C -0.1187 4.5608 -1.1200
C -0.7241 3.2922 -0.7705
N 0.1271 2.4191 -0.3224
H 6.6217 3.8534 -2.1648
H 4.6338 2.3884 -2.1015
H 3.2418 4.4205 1.3872
H 5.2286 5.8959 1.3244
H 4.9136 0.9816 0.0541
H 4.5636 -1.6140 -0.4560
H 2.5100 -1.3292 -1.5099
H 1.9670 5.1655 -1.0319
H -0.6334 5.4190 -1.5245
H -1.7721 3.0584 -0.8708
C -5.9516 -0.5525 1.8572
C -4.9100 -0.4155 0.7720
O -3.8102 0.3128 1.3172
P -2.4826 0.8927 0.5706
O -2.6183 2.4122 1.0965
C -3.8544 3.1358 1.1340
C -4.3626 3.2510 2.5545
O -3.1778 0.9638 -0.9233
C -2.4728 0.7589 -2.1479
C -3.2001 1.5052 -3.2404
H -6.7968 -1.1373 1.4866
H -6.3180 0.4257 2.1711
H -5.5326 -1.0637 2.7249
H -5.3010 0.1149 -0.0967
H -4.5784 -1.4034 0.4443
H -4.5912 2.6585 0.4821
H -3.6340 4.1247 0.7265
H -4.5882 2.2673 2.9642
H -5.2673 3.8637 2.5786
H -3.6099 3.7215 3.1895
H -2.4503 -0.3112 -2.3754
H -1.4379 1.0907 -2.0580
H -4.2350 1.1664 -3.3152
H -2.7066 1.3317 -4.1992
H -3.2044 2.5790 -3.0439
C -1.7017 0.4791 3.8005
Si 0.0107 0.4924 2.9404
C 0.8680 -0.9865 3.9553
C 2.4059 -1.1141 3.7897
C 0.5699 -0.9025 5.4613
C 0.2294 -2.2964 3.4703
C 0.7399 2.2065 3.5668
C 2.1943 2.4316 3.1461
C 0.7187 2.3956 5.0923
C -0.1191 3.3263 2.9712
H -1.6687 0.9906 4.7665
H -2.0321 -0.5444 4.0001
H -2.4742 0.9733 3.2209
H 2.9248 -0.4168 4.4583
H 1.8853 -1.2498 1.8072
H 2.7050 -2.1285 4.0893
H 1.0995 -0.0891 5.9480
H 0.9016 -1.8348 5.9399
H -0.4952 -0.7897 5.6755
H 0.3095 -2.4391 2.3918
H -0.8309 -2.3360 3.7198
H 0.7151 -3.1497 3.9630
H 2.8706 1.7069 3.6062
H 2.5266 3.4319 3.4655
H 2.3171 2.3696 2.0670
H 1.4989 1.8160 5.5842
H -0.2343 2.1406 5.5558
H 0.9166 3.4526 5.3202
H -0.1572 3.2887 1.8860
H 0.2908 4.3021 3.2739
H -1.1500 3.2696 3.3307
C -5.9852 -6.6328 -3.9485
C -4.9998 -5.6982 -3.2989
C -3.6656 -6.0355 -3.1588
C -2.7349 -5.2261 -2.5069
C -1.3179 -5.7375 -2.6129
C -3.1978 -4.0225 -1.9085
Te -2.3311 -2.6735 -0.4319
N -0.5331 -1.5681 0.2063
C 0.2109 -2.4895 -0.2666
O -0.3888 -3.4971 -0.8527
C 1.6741 -2.4771 0.0038
C 2.7395 -0.8571 2.3372
C 3.9975 -1.3956 1.6411
C 4.2330 -2.8727 1.7633
C 3.4324 -3.8124 1.2606
C 2.1499 -3.5844 0.5865
C -2.6009 -3.7090 1.3789
C -2.9906 -2.8207 2.3794
C -3.3466 -3.2885 3.6331
C -3.3045 -4.6502 3.8847
C -2.8747 -5.5237 2.8960
C -2.5060 -5.0820 1.6269
C -1.9827 -6.0778 0.6286
C -4.5281 -3.5968 -2.1772
C -5.1347 -2.2287 -1.8817
C -5.3933 -4.4559 -2.8438
H -5.4885 -7.5109 -4.3588
H -6.5285 -6.1362 -4.7542
H -6.7236 -6.9724 -3.2196
H -3.3130 -6.9725 -3.5801
H -1.2627 -6.7817 -2.2968
H -0.5928 -5.1660 -2.0668
H -1.0324 -5.7098 -3.6672
H 2.7362 0.2152 2.1699
H 4.8752 -0.8677 2.0270
H 5.1464 -3.1937 2.2552
H 3.6964 -4.8531 1.4187
H 1.4581 -4.4213 0.6362
H -2.9948 -1.7503 2.1990
H -3.6442 -2.5871 4.4027
H -3.5856 -5.0338 4.8571
H -2.8117 -6.5848 3.1074
H -1.7466 -7.0190 1.1231
H -1.0768 -5.7022 0.1539
H -2.7133 -6.2803 -0.1551
H -4.4852 -1.5292 -1.3747
H -6.0434 -2.3262 -1.2855
H -5.4179 -1.7723 -2.8321
H -6.4122 -4.1215 -3.0211

***

# 3
140
Properties=species:S:1:pos:R:3 method="wB97M-V/def2-TZVPD" energy_ha=-8545.5163 homo_ev=-5.28 total_charge=0 lumo_energy_ev=0.0
Cs 0.2265 0.5880 0.3874
C -3.5924 -1.9223 1.8494
C -3.2457 -0.7852 2.8194
C -1.9380 -0.9801 3.5317
C -1.6384 -2.1733 4.1888
C -0.4276 -2.2986 4.8436
C 0.4338 -1.2128 4.8683
C 0.0392 -0.0579 4.2150
N -1.1031 0.0525 3.5509
N -2.9073 -1.7914 0.5722
C -2.3452 -3.0510 0.1069
C -1.2211 -3.5491 0.9733
C -1.3440 -4.7487 1.6655
C -0.2886 -5.1999 2.4384
C 0.8673 -4.4381 2.4899
C 0.9045 -3.2677 1.7508
N -0.1046 -2.8268 1.0146
C -3.7829 -1.1729 -0.4204
C -3.1534 -1.0580 -1.7806
C -3.4837 -1.9731 -2.7769
C -2.8771 -1.8698 -4.0160
C -1.9630 -0.8477 -4.2194
C -1.7134 0.0255 -3.1736
N -2.2953 -0.0642 -1.9852
H -4.6829 -1.9485 1.7003
H -3.3046 -2.8731 2.2998
H -4.0318 -0.7237 3.5765
H -3.2138 0.1657 2.2824
H -2.3391 -2.9940 4.1971
H -0.1705 -3.2226 5.3408
H 1.3767 -1.2599 5.3905
H 0.6598 0.8318 4.2324
H -1.9327 -2.8757 -0.8878
H -3.1146 -3.8404 0.0342
H -2.2484 -5.3331 1.5824
H -0.3673 -6.1272 2.9850
H 1.7241 -4.7546 3.0646
H 1.8079 -2.6623 1.7286
H -4.0211 -0.1681 -0.0575
H -4.7195 -1.7512 -0.5294
H -4.2003 -2.7548 -2.5736
H -3.1047 -2.5759 -4.7998
H -1.4618 -0.7301 -5.1669
H -1.0164 0.8414 -3.3040
C 7.9726 2.1910 4.0493
C 7.1163 1.3462 3.1586
C 6.2517 0.3997 3.6839
C 5.4294 -0.3599 2.8681
C 4.5186 -1.3653 3.5157
C 5.4636 -0.1802 1.4814
Te 4.1009 -1.2961 0.2062
C 6.3611 0.7457 0.9390
C 6.4739 0.9748 -0.5355
C 7.1681 1.4950 1.7844
H 7.7556 1.9961 5.0972
H 7.7920 3.2450 3.8458
H 9.0273 1.9903 3.8653
H 6.2070 0.2515 4.7556
H 4.6546 -1.3528 4.5961
H 4.7407 -2.3690 3.1509
H 3.4747 -1.1333 3.2917
H 5.7567 1.7385 -0.8510
H 6.2641 0.0593 -1.0982
H 7.4716 1.3308 -0.7957
H 7.8473 2.2202 1.3619
Se 3.2573 2.0799 0.7704
N 3.5068 3.0700 -0.7262
C 3.2443 2.3045 -1.7838
C 3.2544 2.7240 -3.1226
C 2.9442 1.8089 -4.1166
C 2.6672 0.4981 -3.7927
N 2.7055 0.0530 -2.5216
C 2.9610 0.9141 -1.5549
N 2.9163 0.5098 -0.2297
H 3.5251 3.7407 -3.3554
H 2.9272 2.1280 -5.1501
H 2.4188 -0.2534 -4.5299
Te 1.5740 -2.0133 -1.7028
C 2.7306 -2.8154 -3.2959
C 4.0806 -3.0833 -3.1383
C 4.8034 -3.6969 -4.1458
C 4.1792 -4.0516 -5.3293
C 2.8347 -3.7654 -5.5043
C 2.1166 -3.1533 -4.4929
C 0.7316 -4.0268 -1.6009
C 1.3604 -5.0506 -0.9066
C 0.8310 -6.3290 -0.8839
C -0.3437 -6.6074 -1.5641
C -0.9722 -5.6033 -2.2801
C -0.4335 -4.3287 -2.2929
H 4.5770 -2.8060 -2.2144
H 5.8544 -3.9062 -4.0015
H 4.7358 -4.5508 -6.1092
H 2.3429 -4.0222 -6.4324
H 1.0650 -2.9324 -4.6295
H 2.2851 -4.8393 -0.3785
H 1.3338 -7.1137 -0.3354
H -0.7612 -7.6049 -1.5489
H -1.8814 -5.8130 -2.8301
H -0.9190 -3.5449 -2.8657
C -3.5408 5.8592 2.2855
Si -2.4730 4.2766 2.0622
C -2.6895 3.2504 3.6679
C -0.6486 4.8477 2.0155
As -2.7579 2.8029 0.2187
Si -5.1138 2.7811 -0.0130
C -5.8517 1.8824 1.5192
C -5.6484 1.7793 -1.5680
C -6.0381 4.4602 -0.1313
Si -2.2308 4.2596 -1.5681
C -3.0613 3.6628 -3.1922
C -0.3434 4.1660 -1.8415
C -2.6542 6.1237 -1.3640
H -3.1148 6.5143 3.0405
H -4.5516 5.6192 2.6015
H -3.6081 6.4276 1.3642
H -2.3266 3.7866 4.5400
H -2.1421 2.3113 3.6037
H -3.7339 3.0118 3.8506
H -0.3661 5.3702 2.9239
H -0.4652 5.5210 1.1834
H 0.0224 3.9958 1.9076
H -5.6443 0.8174 1.4967
H -6.9278 2.0097 1.5853
H -5.4150 2.2801 2.4306
H -4.8057 1.2292 -1.9767
H -6.0214 2.4341 -2.3483
H -6.4347 1.0644 -1.3466
H -5.9180 5.0362 0.7800
H -7.1032 4.3253 -0.2984
H -5.6522 5.0558 -0.9533
H -3.1260 2.5790 -3.2026
H -2.4863 3.9669 -4.0612
H -4.0642 4.0606 -3.3039
H -0.0538 3.2087 -2.2667
H 0.2031 4.2946 -0.9105
H 0.0060 4.9365 -2.5213
H -3.6854 6.2773 -1.0588
H -2.5068 6.6627 -2.2959
H -2.0131 6.5846 -0.6184